A:
{"formula": "C2H4N2", "method": "ωB97M-V/def2-TZVPD", "species": ["C", "C", "N", "N", "H", "H", "H", "H"], "xyz": [[-0.7749, 0.1275, 0.2701], [0.6076, -0.2052, 0.6242], [-1.5047, 0.6132, -0.5927], [1.6170, -0.4373, -0.1456], [-1.4712, 0.2190, -1.5351], [1.4273, -0.2582, -1.1329], [-0.4236, -0.8563, 1.2930], [0.5225, 0.7973, 1.2190]], "gap_ev": [6.51, 7.25]}

B:
{"formula": "C2H4N2", "method": "ωB97M-V/def2-TZVPD", "species": ["C", "C", "H", "H", "H", "H", "N", "N"], "xyz": [[-1.4427, -0.0942, 0.0851], [1.5356, 0.0400, -0.1814], [-2.4221, 0.5176, -0.3636], [-1.4780, 0.1241, 1.1586], [1.3368, 0.9340, -0.7063], [2.4424, -0.0265, 0.4456], [-0.6248, -0.6381, -0.5625], [0.6528, -0.8569, 0.1246]], "gap_ev": 10.64, "smiles": "C=NN=C"}

C:
{"formula": "C2H4N2", "method": "ωB97M-V/def2-TZVPD", "species": ["C", "C", "H", "H", "H", "H", "N", "N"], "xyz": [[-0.5322, 0.0350, 0.6101], [-0.6177, 1.2933, 0.2002], [0.2222, -0.2930, 1.3331], [-1.1705, -0.7419, 0.1915], [0.0454, 2.0586, 0.6067], [-1.3019, 1.6142, -0.5803], [2.2086, -2.0000, -1.3220], [1.1460, -1.9661, -1.0392]], "gap_ev": 11.63, "smiles": "C=C.N#N"}

D:
{"formula": "C2H4N2", "method": "ωB97M-V/def2-TZVPD", "species": ["C", "C", "N", "N", "H", "H", "H", "H"], "xyz": [[-0.3211, 0.8255, -0.0295], [-0.7232, -0.4257, 0.3564], [0.9085, 0.4311, -0.5642], [0.5444, -0.9880, 0.0870], [-0.7553, 1.7887, 0.0140], [-1.5703, -0.7762, 0.9442], [1.5125, 0.7454, 0.0989], [0.6474, -1.7863, -0.5273]], "gap_ev": 9.67, "smiles": "c1c[nH][nH]1"}

From most stable to least stable, the computed energies give C, B, D, A.